Here is a structure of composition C20H28BClDyF4N2O2 at a distorted geometry from OMol25. Energies are from ωB97M-V with the def2-TZVPD basis set.

Results
LUMO level (spin up / spin down): 2.729 / 2.740 eV
2S+1: 6
total charge: -1
F_max: 4.05 eV/Å
energy relative to the best compared isomer or geometry (same formula, charge and spin): 0.0 kcal/mol
HOMO energy (spin up / spin down): -1.13 / -0.82 eV

Last column: Mulliken spin population.
CARTESIAN COORDINATES (ANGSTROEM)
H -3.587 -3.197 1.436  0.0013
C 2.985 1.261 -3.004  0.0083
C -3.512 -2.917 0.373  0.0110
H 2.826 1.285 -4.086  0.0018
H -3.588 0.344 -0.860  -0.0006
N -1.666 -1.579 -0.132  -0.1779
H 0.465 -3.749 0.051  -0.0270
C 1.198 2.915 1.624  -0.0403
H 2.601 2.208 -2.605  0.0063
H 4.270 0.902 -0.741  0.0049
H 3.783 -0.083 0.641  -0.0450
Cl -0.949 1.486 -1.698  -0.0291
C 2.415 3.789 1.320  0.0178
H -4.388 -0.495 1.610  -0.0023
C 2.756 1.725 0.451  0.0722
H 1.916 2.027 3.492  0.0010
H -0.188 -3.548 -3.623  0.0015
C -3.106 -1.456 0.207  -0.0101
F -1.629 0.709 3.901  0.0062
C 2.275 0.075 -2.415  0.0334
C -0.030 -3.284 -0.814  0.0873
N 1.497 1.683 0.859  -0.1089
H 0.162 2.043 3.330  0.0058
H -0.347 4.414 1.609  0.0035
H -1.340 -2.222 -3.416  0.0013
H -0.124 -2.134 -4.679  -0.0013
O 3.385 2.862 0.664  -0.0067
H -0.922 2.736 1.422  -0.0336
H -0.148 3.549 0.048  -0.0026
F -0.317 -0.334 2.254  0.1049
C 0.664 -1.752 -2.727  0.0456
H -0.184 -4.071 -1.559  0.0062
Dy -0.068 0.103 0.105  5.9241
C 2.444 -0.270 -1.065  0.2203
H -2.897 -1.172 2.341  0.0025
H -4.875 -0.909 -0.892  0.0006
C -3.799 -0.730 -0.941  0.0163
H 0.978 3.577 3.639  -0.0020
C -3.310 -0.653 1.470  -0.0201
H 2.195 4.587 0.594  -0.0010
C 1.072 2.617 3.111  -0.0015
H 4.065 1.239 -2.827  0.0001
C -0.136 3.450 1.138  0.0592
H -2.820 0.329 1.391  0.0032
H 1.357 -0.445 -4.280  -0.0714
C 1.767 -1.436 -0.577  -0.9784
C 3.401 0.541 -0.180  0.0943
O -2.375 -3.691 -0.187  -0.0019
H -3.406 -1.068 -1.906  -0.0012
C -0.294 -2.459 -3.647  -0.0023
F 0.376 -0.264 4.517  -0.0003
H 2.064 -1.875 0.391  -0.0596
F -1.427 -1.628 3.937  -0.0022
B -0.799 -0.401 3.858  0.0098
C 1.441 -0.699 -3.221  -0.3817
H 2.885 4.204 2.217  -0.0007
H -4.427 -3.179 -0.166  -0.0001
C 0.801 -2.120 -1.381  0.2331
C -1.388 -2.837 -0.371  0.0259

Here is a cluster of 2 separate species, C8H18Si in total at a distorted geometry from OMol25. Energies are from ωB97M-V with the def2-TZVPD basis set.

Results
LUMO level (spin up / spin down): 0.084 / 0.105 eV
2S+1: 1
F_max: 3.22 eV/Å
energy relative to the best compared isomer or geometry (same formula, charge and spin): 88.4 kcal/mol
HOMO energy (spin up / spin down): -7.19 / -6.74 eV

Last column: natural (NBO) charge in e.
CARTESIAN COORDINATES (ANGSTROEM)
H 0.448 -3.386 -0.735  0.1975
C 1.254 -2.888 -1.169  -0.6131
H 2.217 2.071 -0.561  0.2077
H 1.631 2.201 -2.189  0.2132
C -1.144 -0.707 1.178  -0.8819
H -1.159 -1.320 -1.418  -0.2180
H -2.065 -2.616 0.726  0.2184
C -1.684 2.840 0.932  -0.3925
H -0.477 -2.625 1.510  0.1920
H -0.550 2.303 -1.468  0.1895
H 2.098 -3.611 -1.193  0.2097
C -0.362 2.650 0.667  -0.2720
H -2.556 2.698 0.330  0.2001
H -2.071 -0.177 1.266  0.2316
C 1.494 2.585 -1.170  -0.6614
C 1.486 -1.548 -0.532  -0.8409
Si -0.276 -0.671 -0.497  1.1201
H 0.503 2.657 1.332  0.2096
C 0.083 2.331 -0.622  -0.2002
H -1.800 -2.105 2.645  0.2261
C -1.505 -2.183 1.559  -0.6250
H -0.417 -0.248 1.960  0.2239
H 1.028 -2.595 -2.243  0.2069
H 1.731 3.601 -1.393  0.2137
H 2.032 -1.514 0.418  0.2321
H 1.993 -0.870 -1.291  0.2261
H -1.931 3.128 1.956  0.1869

Here is a structure of composition C23H26N3O4P2SSe2Ti from OMol25. Energies are from ωB97M-V with the def2-TZVPD basis set.

Results
LUMO level (spin up / spin down): 0.360 / 0.118 eV
2S+1: 2
F_max: 0.18 eV/Å
energy relative to the best compared isomer or geometry (same formula, charge and spin): 5.6 kcal/mol
HOMO energy (spin up / spin down): -7.59 / -7.97 eV

Last column: Mulliken spin population.
CARTESIAN COORDINATES (ANGSTROEM)
C -1.965 4.052 -0.578  0.0057
O 0.284 3.277 1.675  -0.0021
H -3.541 2.032 -7.309  0.0000
C -2.672 2.979 -1.099  -0.0086
C -3.224 1.938 -6.278  -0.0001
S 2.579 -0.021 -0.034  -0.0150
C -0.919 -3.349 0.277  0.0028
C -1.608 -4.568 0.257  0.0044
H -2.084 5.903 0.498  0.0000
H 4.407 -0.273 -2.043  0.0007
H -3.752 -0.135 -6.147  0.0000
C -2.651 1.845 2.276  0.0118
H -3.515 -4.199 3.013  0.0005
H 0.451 -3.929 -1.339  0.0005
O -0.531 -1.271 1.397  -0.0313
C -2.107 -2.764 2.304  -0.0051
H -3.075 -5.817 1.187  -0.0002
H 1.948 2.827 0.480  0.0004
P -0.018 1.734 1.994  0.0055
C -2.785 -3.964 2.248  0.0077
C 0.102 -3.104 -0.722  0.0352
H -2.287 -2.048 3.096  -0.0001
N 0.661 -1.964 -0.887  -0.0248
H -2.605 3.990 -6.123  0.0000
C -2.542 -4.877 1.222  -0.0046
H -3.020 -0.351 -3.785  -0.0012
H -3.345 1.558 3.061  0.0010
C -1.168 -2.433 1.320  0.0116
C 1.567 3.617 1.129  0.0019
C -2.698 3.040 -5.612  -0.0003
H -1.883 3.777 -3.773  0.0001
C -4.018 5.024 0.208  0.0000
H -4.543 5.818 0.725  0.0000
C -2.937 0.597 -4.304  -0.0005
H 1.436 4.525 0.544  -0.0005
H 3.754 -1.496 -3.094  0.0002
O -1.345 1.857 2.872  0.0049
H 2.267 3.794 1.944  0.0005
H -4.610 2.084 -1.365  0.0004
Se -2.401 -0.262 -0.983  0.0121
H -5.807 3.912 -0.218  0.0001
C -2.640 5.074 0.079  0.0001
H 0.371 -0.196 4.146  0.0000
Ti 0.154 -0.131 0.046  0.9662
H -1.395 -5.268 -0.542  0.0003
P -1.841 1.588 -1.924  0.0207
C -2.294 2.920 -4.295  0.0009
H -2.700 1.128 1.456  -0.0058
C -4.730 3.952 -0.320  0.0001
C -2.416 1.695 -3.638  0.0043
C 2.595 -1.031 -1.481  0.0077
H 2.080 0.242 4.388  0.0007
H -0.887 4.076 -0.670  -0.0005
C -3.343 0.722 -5.627  0.0002
C -4.060 2.931 -0.969  -0.0017
C 1.276 0.169 3.661  0.0093
H -2.901 2.842 1.910  0.0010
N 3.650 -0.871 -2.315  -0.0030
H 1.564 -0.515 2.862  -0.0033
Se 0.318 1.791 -1.817  -0.0080
N 1.701 -1.916 -1.803  -0.0046
O 1.070 1.495 3.152  0.0018

Number 1: total energy -2808.80560 hartree. Number 2: total energy -604.93294 hartree. Number 3: total energy -8090.73219 hartree.